[1]
The following is a quantum chemistry calculation of a 24-piece molecular cluster, C27H96N2O31S overall, from OMol25.

```
157
C27H96N2O31S, DFT ωB97M-V/def2-TZVPD
C -4.2780 3.2415 0.5133
C -3.3347 2.0048 -0.1012
C -2.4375 1.4751 1.1947
C -1.3605 0.2907 0.8023
C -0.2399 0.2515 1.9978
C -0.1798 -1.0139 3.0393
C 0.0910 -2.5430 2.4178
C 0.5666 -3.6173 3.6084
O 1.9426 -4.1069 3.4312
C 2.8937 -3.4532 4.3434
O 4.0001 -2.8849 3.7886
C 2.7844 -3.3666 5.9776
C 3.7957 -2.1932 6.6082
O -1.0543 -1.0449 4.2236
C -2.4808 -1.0678 3.8673
C -3.3641 -2.2173 4.6642
C -2.4642 -3.2994 5.5045
C -4.3685 -3.0080 3.6224
C -5.5088 -2.0112 2.9728
C -3.5999 -3.8354 2.4310
N 1.1923 -0.7601 3.6995
C 2.1269 -0.1175 2.6556
O 3.4674 -0.0384 2.7814
C 1.2812 0.4827 1.3436
C 1.6957 -0.3695 0.0060
C 1.6074 0.4871 -1.4049
C 0.9517 -0.5523 -2.5365
C 0.9116 0.1188 -4.0523
S -0.2805 1.6092 -4.1207
O -1.2396 1.4970 -5.3651
O -1.1804 1.4745 -2.8526
O 0.5320 3.1130 -4.0990
C 1.4070 2.1170 1.3600
C 2.9125 2.7034 1.0840
O 3.2537 3.8386 1.7423
N 3.9451 2.1386 0.1337
C 5.2499 1.8578 0.8455
C 4.1061 3.2265 -0.9388
H -3.5707 3.8505 1.2563
H -4.7079 3.9449 -0.3172
H -5.0935 2.7385 1.1965
H -2.6329 2.5175 -0.9023
H -4.0079 1.1726 -0.5749
H -3.2230 1.0205 1.9651
H -1.9192 2.4583 1.6281
H -1.9534 -0.7384 0.7344
H -0.9414 0.4978 -0.2703
H -0.5778 1.1356 2.7253
H -0.8123 -2.9403 1.7888
H 1.0215 -2.5022 1.6730
H -0.1423 -4.5640 3.4459
H 0.3178 -3.2182 4.6830
H 1.6998 -3.0556 6.3639
H 3.1011 -4.3665 6.5015
H 4.8846 -2.5960 6.7677
H 3.3728 -1.9403 7.6952
H 3.7480 -1.1847 6.0085
H -2.7091 -1.2088 2.7282
H -2.9606 -0.0162 4.1657
H -4.0686 -1.6611 5.4442
H -1.9477 -4.0542 4.7678
H -1.7270 -2.8270 6.2846
H -3.2361 -3.9503 6.1409
H -4.9558 -3.8175 4.2676
H -5.3562 -0.9027 3.3214
H -6.6199 -2.3572 3.1874
H -5.3773 -2.0140 1.7866
H -4.4172 -4.4087 1.7869
H -3.0880 -3.0775 1.6719
H -2.7676 -4.5736 2.8125
H 0.9483 -0.0663 4.4481
H 0.9252 -1.2715 -0.1251
H 2.7691 -0.8621 0.0502
H 0.9885 1.4812 -1.3239
H 2.7286 0.6528 -1.7576
H -0.1362 -0.8122 -2.1304
H 1.5605 -1.5743 -2.5264
H 0.4665 -0.6679 -4.8228
H 1.9596 0.5210 -4.3989
H 1.5300 3.0060 -4.0938
H 0.5741 2.5493 0.6319
H 1.0931 2.5071 2.4432
H 5.0478 1.9622 2.0138
H 6.1297 2.5686 0.5362
H 5.4848 0.7064 0.6734
H 4.1472 2.7082 -1.9888
H 5.0012 3.9561 -0.7243
H 3.0988 3.8564 -0.8887
O 2.5146 2.3418 5.0879
H 2.2450 3.0829 4.5248
H 2.8896 1.7000 4.4663
O 3.7568 1.1670 -6.0273
H 3.4872 1.9080 -6.5903
H 4.1318 0.5252 -6.6489
O -3.2641 3.0249 -7.5436
H -2.6708 2.6233 -6.8913
H -3.3822 2.3318 -8.2105
O -1.1872 -2.8933 -0.9641
H -0.9727 -3.6569 -1.5206
H -1.9851 -2.5238 -1.3713
O 5.3878 -5.0322 6.3005
H 5.2569 -5.9835 6.4299
H 5.1331 -4.8844 5.3773
O 2.0173 -6.7673 5.4598
H 1.7476 -6.0262 4.8968
H 2.3923 -7.4091 4.8382
O 1.5209 2.4902 -7.3092
H 1.0797 2.0875 -8.0721
H 1.0388 2.1365 -6.5466
O 6.9814 -3.5979 4.0674
H 7.1959 -4.3616 3.5109
H 6.1834 -3.2285 3.6602
O 4.1045 -1.8703 -4.7804
H 4.6584 -2.3344 -5.4259
H 3.8964 -1.0285 -5.2129
O 7.0623 1.7128 2.7288
H 6.7347 0.8250 2.9369
H 7.6142 1.9433 3.4912
O 5.8154 0.5373 -2.7636
H 5.7982 -0.3950 -2.5000
H 5.3311 0.5521 -3.6028
O 1.5094 5.4154 -6.0267
H 1.2265 4.8055 -5.3289
H 0.9889 6.2162 -5.8628
O 2.2618 4.2021 -9.7344
H 1.9788 3.5922 -9.0366
H 1.7413 5.0028 -9.5705
O -2.1240 4.9701 -1.4007
H -2.3936 5.7112 -1.9637
H -1.7490 4.3283 -2.0223
O -4.1186 -3.3874 -1.7544
H -4.5598 -3.7900 -2.5173
H -4.6007 -3.7410 -0.9918
O -6.2518 0.4298 1.0220
H -6.6930 0.0272 0.2591
H -6.7339 0.0762 1.7846
O 0.6920 8.6390 -5.3229
H 1.6500 8.7010 -5.4542
H 0.5099 9.2817 -4.6210
O -2.2171 1.4812 -9.6688
H -1.4751 1.9594 -9.2692
H -1.9552 1.3754 -10.5957
O -7.8353 -2.2952 4.9289
H -8.1182 -2.9051 5.6266
H -8.3558 -1.4945 5.0928
O -2.4461 -5.4233 -0.3727
H -2.9484 -4.8060 -0.9255
H -2.3202 -4.9431 0.4594
O -6.9333 -0.6722 -1.6229
H -6.3794 -1.1363 -2.2684
H -7.1415 0.1695 -2.0555
O 3.0424 7.5036 -5.0797
H 3.6358 7.1020 -4.4274
H 2.9244 6.8105 -5.7466
O -7.9199 -0.2784 -4.0938
H -7.8152 0.0489 -4.9998
H -8.5814 -0.9819 -4.1741
```

Summary:
* HOMO energy: -8.71 eV
* net charge: 0
* lowest unoccupied orbital energy: -0.77 eV
* total energy: -3925.86705 Eh

Löwdin atomic charge list, values in e, 5 entries: number 1, C, carries -0.15; number 2, C, carries -0.23; number 3, C, carries -0.20; number 4, C, carries -0.13; number 5, C, carries -0.14

---

[2]
The following is a quantum chemistry calculation of a 2-piece molecular cluster, C2H5NO3 overall, from OMol25.

```
11
C2H5NO3, DFT ωB97M-V/def2-TZVPD
C -0.6374 1.6286 -0.1606
C 0.5596 0.8483 -0.0295
N 1.4651 0.2188 0.2650
O 2.3719 -0.4851 0.5000
O 0.2722 -2.4190 0.0569
O -0.7178 -1.3398 -0.0227
H -1.4983 0.8396 -0.2133
H -0.7323 2.2491 0.6775
H -0.6686 2.2675 -1.0221
H -1.5925 -1.5504 -0.4110
H 1.1782 -2.2577 0.3598
```

Summary:
* HOMO energy: -9.32 eV
* net charge: 0
* ΔE to the lowest compared entry with this formula, charge and spin: 714.8 kJ/mol
* lowest unoccupied orbital energy: 0.44 eV
* total energy: -359.43705 Eh
* SMILES: CC#[N+][O-].OO

Löwdin atomic charge list, values in e, 5 entries: number 1, C, carries -0.04; number 2, C, carries -0.06; number 3, N, carries -0.15; number 4, O, carries 0.01; number 5, O, carries -0.07

---

[3]
The following is a quantum chemistry calculation of C12H30BF4N2Na7O8P as an isolated structure, from OMol25.

```
65
C12H30BF4N2Na7O8P, DFT ωB97M-V/def2-TZVPD
Na -3.2924 -3.8846 -0.0102
Na -5.5659 -1.0250 -1.8028
Na -0.8331 -4.7183 -2.5892
Na -3.0500 -2.0514 -4.4314
Na -2.6884 0.6617 -1.6461
Na -1.1626 -1.4672 1.1211
Na -0.4671 -0.3282 -3.3855
B -4.2452 -1.6620 1.6548
F -4.8232 -1.0435 2.6945
F -3.4560 -2.6778 2.1406
F -5.2001 -2.1510 0.7468
F -3.4525 -0.7027 1.1613
P -1.7256 -2.1033 -1.6325
O -1.2884 -3.1932 -0.6498
O -0.9928 -0.8325 -1.1222
O -3.2506 -1.7271 -1.5758
O -1.2358 -2.5381 -2.9902
C 0.1021 4.7493 4.2321
O -0.2784 3.5969 3.3807
C -1.2295 2.7018 3.8549
C -1.5138 1.3988 3.0074
N -0.4163 0.4357 2.5094
C 0.4223 -0.1012 3.6610
C 1.5228 -0.8593 3.0455
O 0.8373 -1.9888 2.4181
C 1.5251 -2.5631 1.2622
H -0.6726 5.2364 4.8245
H 0.5179 5.5741 3.6535
H 0.9273 4.4914 4.8959
H -2.1559 3.2347 4.0692
H -0.7862 2.4017 4.8044
H -2.0393 1.7659 2.1259
H -2.2402 0.7972 3.5538
H 0.0339 1.1165 1.9144
H -0.2070 -0.7854 4.2302
H 0.7611 0.7621 4.2338
H 2.1538 -1.4018 3.7495
H 1.9361 -0.1701 2.3091
H 1.8623 -1.8180 0.5416
H 0.8169 -3.2669 0.8249
H 2.4642 -3.0112 1.5868
C 3.8543 -2.8586 -4.4778
O 3.9057 -1.7426 -3.6550
C 2.6072 -1.1080 -3.4799
C 2.7744 -0.2475 -2.1852
N 1.4197 0.2979 -1.9142
C 1.5049 1.5099 -1.2206
C 0.1674 2.1817 -0.8558
O -0.7088 2.6636 -1.8402
C -0.1830 3.1787 -3.0532
H 3.5691 -3.7690 -3.9506
H 4.8304 -3.0468 -4.9249
H 3.1418 -2.6875 -5.2847
H 1.7962 -1.8239 -3.3460
H 2.2748 -0.6308 -4.4018
H 3.6142 0.4190 -2.3819
H 3.0607 -0.8778 -1.3433
H 0.9097 -0.3805 -1.3668
H 2.2343 2.1935 -1.6550
H 1.8416 1.3643 -0.1942
H 0.3255 3.1641 -0.4106
H -0.3850 1.5035 -0.2055
H -0.9725 3.5680 -3.6961
H 0.2200 2.3348 -3.6131
H 0.5834 3.9416 -2.9161
```

Summary:
* HOMO energy (spin up / spin down): -10.27 / -13.39 eV
* net charge: +2
* lowest unoccupied orbital energy (spin up / spin down): -6.11 / -6.43 eV
* total energy: -3088.49872 Eh
* expectation value of S²: 0.75
* 2S+1: 2

Löwdin atomic charge list, values in e, 5 entries: number 1, Na, carries 0.63; number 2, Na, carries 0.67; number 3, Na, carries 0.73; number 4, Na, carries 0.56; number 5, Na, carries 0.50

---

[4]
The following is a quantum chemistry calculation of one molecule with the formula C2H2OS3, from OMol25.

```
8
C2H2OS3, DFT ωB97M-V/def2-TZVPD
C -0.6933 -0.3820 0.0078
C 0.7465 0.2373 -0.0389
H 0.1286 -2.0430 0.2263
H -0.3664 2.1472 0.1241
O -0.7381 -1.6449 0.2237
S -1.9808 0.4840 -0.2909
S 0.9221 1.9114 0.0321
S 1.9815 -0.7100 -0.2842
```

Summary:
* HOMO energy: -9.06 eV
* net charge: 0
* ΔE to the lowest compared entry with this formula, charge and spin: 30.7 kJ/mol
* lowest unoccupied orbital energy: -1.41 eV
* total energy: -1347.17988 Eh
* SMILES: OC(=S)C(=S)S

Löwdin atomic charge list, values in e, 5 entries: number 1, C, carries -1.00; number 2, C, carries -1.25; number 3, H, carries 0.04; number 4, H, carries -0.18; number 5, O, carries 0.01

---

[5]
The following is a quantum chemistry calculation of C54H54BrFN9O4RhSb as an isolated structure, from OMol25.

```
125
C54H54BrFN9O4RhSb, DFT ωB97M-V/def2-TZVPD
Rh 0.4665 0.4894 0.0045
O 2.1601 -3.4584 4.5353
C 1.9393 -2.4917 3.6512
C 2.9364 -1.6498 3.1515
C 2.5842 -0.6878 2.2356
N 1.3268 -0.5088 1.8060
C 0.3976 -1.3182 2.3137
Br -1.3608 -0.9272 1.7159
C 0.6210 -2.3189 3.2203
H 3.0925 -3.5231 4.7771
H 3.9656 -1.7463 3.4709
H 3.3279 -0.0193 1.8209
H -0.1717 -2.9500 3.5966
F -4.3369 3.8516 -3.8672
C -3.5797 2.7985 -4.2210
C -2.7375 2.2520 -3.3021
C -1.9777 1.1184 -3.6194
C -1.0831 0.5725 -2.6046
O -0.9448 1.1972 -1.5085
C -0.3929 -0.6074 -2.9759
C -0.5386 -1.0854 -4.2537
N -1.3371 -0.5838 -5.2050
C -1.3535 -1.3637 -6.4541
C -2.5278 -1.6030 -7.3473
C -1.3494 -0.7815 -7.8285
C -2.0951 0.5499 -4.9014
C -2.9243 1.1813 -5.8443
C -3.6842 2.2882 -5.5251
N -4.5231 2.8454 -6.5243
C -4.8342 4.2671 -6.4973
C -5.2355 4.7150 -7.8896
N -6.4351 3.9127 -8.3296
C -6.1514 2.4322 -8.2942
C -5.6852 2.0504 -6.9019
C 0.4868 -1.4566 -2.0945
O 1.3177 -2.1935 -2.5831
O 0.2579 -1.3571 -0.8051
H -2.6815 2.6737 -2.3079
H 0.0382 -1.9604 -4.5216
H -0.7219 -2.2242 -6.3043
H -3.4668 -1.1179 -7.1413
H -2.6330 -2.6107 -7.7235
H -1.4645 0.2873 -7.9421
H -0.6739 -1.2309 -8.5424
H -2.9629 0.8461 -6.8639
H -3.9587 4.8396 -6.1989
H -5.6363 4.5118 -5.7872
H -4.4505 4.5147 -8.6155
H -5.5135 5.7661 -7.9227
H -6.7283 4.1959 -9.2643
H -7.2196 4.1182 -7.7088
H -5.3734 2.2544 -9.0335
H -7.0630 1.9143 -8.5830
H -5.4301 0.9928 -6.9116
H -6.5107 2.1741 -6.1830
C 3.6252 -0.9597 -1.1214
C 3.1478 0.2815 -1.7889
N 2.0223 0.9319 -1.5228
C 1.9178 1.9511 -2.4493
C 2.9777 1.9042 -3.2875
N 3.7414 0.8367 -2.8661
C 4.9224 0.3575 -3.5814
N 4.6064 0.1836 -4.9576
N 5.1364 1.0401 -5.8797
N 4.6675 0.7596 -7.0259
C 3.7817 -0.2982 -6.9010
C 3.0244 -0.9653 -7.8678
C 2.2180 -1.9899 -7.4271
C 2.1559 -2.3428 -6.0615
C 2.8970 -1.6958 -5.0975
C 3.7242 -0.6681 -5.5615
H 2.8631 -1.3147 -0.4343
H 4.5650 -0.8055 -0.5874
H 3.7719 -1.7536 -1.8547
H 1.0667 2.6118 -2.4689
H 3.2537 2.4892 -4.1504
H 5.2488 -0.5732 -3.1240
H 5.7199 1.0932 -3.5265
H 3.0886 -0.6904 -8.9123
H 1.6311 -2.5544 -8.1403
H 1.5235 -3.1716 -5.7629
H 2.8289 -1.9861 -4.0555
C -0.4581 6.4124 2.1394
C -1.5543 5.5938 2.7674
C -2.5804 6.2582 3.4405
C -3.6286 5.5781 4.0363
C -3.6803 4.1912 3.9932
C -2.6704 3.5000 3.3516
C -1.6172 4.1944 2.7468
Sb -0.1148 2.8783 2.0851
C 1.2958 3.5591 0.7132
C 2.6379 3.2564 0.9791
C 3.6323 3.8266 0.2078
C 3.2779 4.6877 -0.8262
C 1.9436 4.9374 -1.1210
C 0.9214 4.3427 -0.3921
C -0.5175 4.5135 -0.7894
C 0.8387 2.3532 3.8968
C 0.5175 1.1091 4.4361
C 1.0237 0.7140 5.6625
C 1.8620 1.5731 6.3567
C 2.1435 2.8291 5.8440
C 1.6214 3.2627 4.6258
C 1.8178 4.7035 4.2406
H -0.2801 7.3132 2.7263
H -0.7312 6.7412 1.1346
H 0.4849 5.8754 2.0675
H -2.5453 7.3397 3.4982
H -4.4039 6.1346 4.5469
H -4.4908 3.6539 4.4661
H -2.6998 2.4147 3.3416
H 2.8969 2.6162 1.8175
H 4.6746 3.6273 0.4227
H 4.0516 5.1573 -1.4218
H 1.6945 5.5867 -1.9520
H -0.6018 5.1397 -1.6763
H -1.1106 4.9801 0.0001
H -0.9685 3.5412 -1.0127
H -0.1529 0.4463 3.9110
H 0.7552 -0.2497 6.0769
H 2.2752 1.2784 7.3126
H 2.7636 3.5098 6.4159
H 2.6635 5.1358 4.7730
H 0.9288 5.2784 4.5162
H 1.9966 4.8521 3.1775
```

Summary:
* HOMO energy (spin up / spin down): -14.13 / -14.14 eV
* net charge: +3
* ΔE to the lowest compared entry with this formula, charge and spin: 40.1 kJ/mol
* lowest unoccupied orbital energy (spin up / spin down): -6.43 / -9.32 eV
* total energy: -5907.68196 Eh
* expectation value of S²: 6.02
* 2S+1: 5

Löwdin atomic charge list, values in e, 5 entries: number 1, Rh, carries 1.01; number 2, O, carries 0.14; number 3, C, carries -0.29; number 4, C, carries 0.04; number 5, C, carries -0.12

---

[6]
The following is a quantum chemistry calculation of C30H66BBr12NO3P as an isolated structure, from OMol25.

```
114
C30H66BBr12NO3P, DFT ωB97M-V/def2-TZVPD
C -5.3954 -3.1852 5.1061
C -5.8836 -1.6285 5.4755
C -5.0394 -0.6467 4.4704
C -4.7070 0.8435 5.0657
C -4.1863 0.8762 6.6190
C -3.0830 -0.2718 7.0096
C -1.5655 0.0532 6.3868
C -1.4475 -0.6318 4.8876
C 0.0852 -1.2146 4.5626
C 0.7642 -0.2292 3.4422
C 0.1560 -0.4891 1.9133
C 1.3722 -0.8146 0.8202
C 1.2885 0.3735 -0.3514
P 2.5999 0.1590 -1.7234
C 3.9939 0.1025 -3.0535
C 3.8252 -1.1116 -4.1429
O 5.1483 -1.2348 -4.8352
C 5.0842 -2.2767 -5.8732
O 3.9344 -2.8435 -6.3204
C 6.4957 -2.7785 -6.6109
C 6.3393 -2.7527 -8.2532
B 1.6029 1.3772 -2.8416
N 1.0658 2.6323 -2.1709
O 1.3431 1.1567 -4.3005
H -6.0065 -3.6565 4.2259
H -4.2435 -3.2082 4.8147
H -5.4803 -3.9016 6.0572
H -5.6532 -1.4961 6.6150
H -7.0428 -1.6139 5.2308
H -4.0672 -1.1812 4.0299
H -5.7365 -0.4734 3.5167
H -3.8092 1.2717 4.4060
H -5.5991 1.6159 4.8990
H -3.7225 1.9231 6.9422
H -5.1593 0.7555 7.2997
H -3.4391 -1.3667 6.7928
H -2.9442 -0.2067 8.1937
H -0.8135 -0.4724 7.1218
H -1.3512 1.2195 6.3889
H -2.1292 -1.6081 4.9315
H -1.7886 0.1393 4.0752
H 0.6440 -1.2642 5.5895
H -0.0687 -2.2883 4.0643
H 0.6270 0.9177 3.7353
H 1.9179 -0.4249 3.4291
H -0.3977 0.4806 1.5281
H -0.6728 -1.3470 1.9000
H 2.4471 -0.7254 1.3305
H 1.2073 -1.8482 0.2910
H 0.2059 0.3413 -0.8144
H 1.5057 1.3846 0.2316
H 1.9143 -0.9865 -2.2903
H 3.3063 -0.7394 -0.8465
H 3.3419 1.2567 -1.0971
H 5.0434 -0.0293 -2.5251
H 3.9903 1.1149 -3.6622
H 3.4714 -2.1427 -3.6696
H 3.0036 -0.8126 -4.9516
H 6.7085 -3.8823 -6.2743
H 7.4293 -2.1406 -6.2931
H 7.1186 -2.0300 -8.7788
H 5.2499 -2.4148 -8.5776
H 6.5041 -3.8279 -8.7268
H 1.1691 3.4524 -2.8126
H 0.0368 2.5058 -1.9360
H 0.6448 1.8642 -4.5203
Br -3.0914 -1.5021 -4.0220
C -2.8997 -0.2123 -2.5718
C -2.2517 1.0635 -3.0565
Br -0.3282 0.8354 -3.2854
H -2.3386 -0.7088 -1.7750
H -3.9195 -0.0197 -2.2263
H -2.3570 1.8571 -2.3114
H -2.6476 1.4152 -4.0133
Br -1.0381 3.6196 0.7349
C 0.6585 4.1501 1.5371
C 0.8492 5.6475 1.4732
Br 1.3667 6.2173 -0.3189
H 1.4442 3.5899 1.0223
H 0.5992 3.8130 2.5760
H 1.6743 5.9594 2.1198
H -0.0488 6.2113 1.7406
Br -1.0844 3.9145 4.5718
C -0.8927 5.2042 6.0221
C -0.2447 6.4800 5.5374
Br 1.6788 6.2520 5.3085
H -0.3316 4.7077 6.8189
H -1.9125 5.3968 6.3676
H -0.3500 7.2736 6.2825
H -0.6406 6.8317 4.5806
Br 5.4090 -0.5525 -10.8128
C 3.4701 -0.6705 -10.9871
C 2.7979 0.5830 -10.4776
Br 2.7532 0.6174 -8.5280
H 3.1566 -1.5762 -10.4602
H 3.2884 -0.7974 -12.0582
H 1.7491 0.6111 -10.7864
H 3.2919 1.5030 -10.8020
Br 4.7745 -4.9211 -0.8316
C 6.1998 -4.8081 -2.1579
C 6.8364 -3.4379 -2.1612
Br 5.7050 -2.1361 -3.0720
H 5.7625 -5.0860 -3.1211
H 6.9260 -5.5699 -1.8602
H 7.7713 -3.4481 -2.7287
H 7.0299 -3.0467 -1.1586
Br -6.5766 -2.3773 1.5193
C -8.5154 -2.4952 1.3450
C -9.1877 -1.2418 1.8545
Br -9.2323 -1.2073 3.8041
H -8.8289 -3.4010 1.8719
H -8.6971 -2.6221 0.2739
H -10.2365 -1.2136 1.5457
H -8.6936 -0.3217 1.5301
```

Summary:
* HOMO energy: -3.22 eV
* net charge: -1
* lowest unoccupied orbital energy: 1.64 eV
* total energy: -32716.87678 Eh

Löwdin atomic charge list, values in e, 5 entries: number 1, C, carries -0.16; number 2, C, carries -0.25; number 3, C, carries -0.23; number 4, C, carries -0.21; number 5, C, carries -0.23